Record 1
Density functional theory data (ωB97M-V/def2-TZVPD) for 2 unconnected molecules or ions with the total composition C3H10IN2O in a non-equilibrium geometry.

Structure (XYZ):
```
17
Properties=species:S:1:pos:R:3:lowdin_charge:R:1
C -2.268 -1.702 0.111 -0.031
C 1.533 1.613 0.651 -0.455
C 1.622 0.162 0.680 -0.571
N 0.522 0.874 -0.149 0.014
N -1.625 -0.558 -0.651 0.135
O 2.471 2.367 -0.012 -0.023
I 3.396 -0.734 -0.231 0.876
H -1.610 -2.532 0.353 0.090
H -2.804 -1.396 1.043 0.110
H -3.094 -2.226 -0.443 0.111
H 1.432 2.215 1.548 0.165
H 1.364 -0.387 1.459 0.012
H 0.801 1.096 -1.132 0.129
H -0.781 -0.203 -0.233 0.039
H -2.318 0.281 -0.627 0.212
H -1.554 -0.779 -1.623 0.147
H 2.913 1.909 -0.743 0.039
```

Computed properties:
- Charge: +1
- Energy above the lowest of the compared OMol25 structures with the same formula, charge and spin: 186.0 kJ/mol
- Frontier orbital gap: 9.55 eV


Record 2
Density functional theory data (ωB97M-V/def2-TZVPD) for 4 unconnected molecules or ions with the total composition C22H36FN4O7S3 in a non-equilibrium geometry.

Structure (XYZ):
```
73
Properties=species:S:1:pos:R:3:lowdin_charge:R:1
O 3.514 4.452 -1.069 0.106
C 3.060 3.424 -1.640 -0.283
F 2.832 2.266 -0.847 0.050
C 2.673 3.350 -3.196 -0.032
N 2.509 4.690 -3.837 0.114
C 1.453 5.450 -3.515 -0.172
N 1.062 6.793 -4.044 0.068
C -0.450 6.686 -4.183 -0.097
C -0.937 5.830 -2.917 -0.190
C -1.904 4.582 -3.175 -0.113
C -2.356 3.603 -2.059 -0.016
C -3.244 2.412 -2.412 -0.116
N -3.826 1.993 -3.648 0.050
C -3.388 2.924 -4.638 -0.118
C -2.480 4.151 -4.549 -0.013
N 0.373 5.165 -2.581 0.085
H 3.524 2.807 -3.752 0.167
H 1.673 2.774 -3.261 0.163
H 3.177 5.057 -4.536 0.189
H 1.424 6.840 -5.016 0.132
H -0.918 7.716 -4.340 0.148
H -0.539 6.092 -5.168 0.124
H -1.183 6.485 -2.013 0.170
H -2.021 3.775 -0.976 0.103
H -3.501 1.710 -1.525 0.119
H -3.804 2.697 -5.696 0.118
H -2.238 4.762 -5.487 0.090
H 0.612 5.044 -1.586 0.157
C 2.905 -3.011 -0.771 -0.230
C 3.247 -1.525 -0.888 -0.218
C 2.862 -1.076 -2.299 -0.234
S 1.525 -2.144 -2.817 0.670
O 1.983 -2.949 -3.927 -0.319
O 0.298 -1.378 -2.873 -0.338
C 1.505 -3.160 -1.352 -0.231
H 2.950 -3.356 0.259 0.086
H 3.618 -3.602 -1.357 0.126
H 2.668 -0.959 -0.150 0.107
H 4.305 -1.336 -0.690 0.117
H 2.523 -0.039 -2.312 0.073
H 3.690 -1.205 -3.000 0.105
H 1.255 -4.187 -1.614 0.118
H 0.754 -2.752 -0.674 0.091
C 2.308 -3.259 4.632 -0.209
C 2.650 -1.773 4.516 -0.212
C 2.267 -1.323 3.106 -0.222
S 0.929 -2.392 2.587 0.701
O 1.388 -3.198 1.475 -0.339
O -0.299 -1.627 2.529 -0.325
C 0.908 -3.407 4.051 -0.240
H 2.351 -3.605 5.667 0.123
H 3.021 -3.849 4.047 0.121
H 2.071 -1.207 5.253 0.121
H 3.707 -1.585 4.716 0.118
H 1.928 -0.286 3.092 0.105
H 3.094 -1.453 2.405 0.099
H 0.658 -4.435 3.789 0.112
H 0.156 -3.000 4.728 0.088
C -3.944 -3.039 2.817 -0.220
C -4.903 -4.118 3.323 -0.217
C -4.189 -4.880 4.440 -0.221
S -3.031 -3.727 5.169 0.685
O -1.687 -4.198 4.909 -0.333
O -3.481 -3.375 6.497 -0.319
C -3.378 -2.372 4.063 -0.230
H -4.449 -2.318 2.171 0.118
H -3.137 -3.503 2.241 0.121
H -5.808 -3.645 3.719 0.119
H -5.212 -4.793 2.521 0.117
H -4.887 -5.223 5.205 0.107
H -3.622 -5.726 4.048 0.107
H -2.467 -1.805 3.871 0.087
H -4.125 -1.734 4.542 0.111
```

Computed properties:
- Charge: +1
- Frontier orbital gap: 7.77 eV


Record 3
Density functional theory data (ωB97M-V/def2-TZVPD) for a molecular structure, C31H33GaN4O3P.

Structure (XYZ):
```
73
Properties=species:S:1:pos:R:3:lowdin_charge:R:1
Ga -1.297 0.346 -1.213 0.401
C -1.711 4.419 -2.795 -0.023
C -2.047 3.137 -2.334 -0.082
N -1.151 2.185 -2.195 0.079
C 0.156 2.426 -2.511 -0.163
C 0.577 3.682 -2.974 -0.152
C -0.408 4.688 -3.101 0.018
C 1.935 3.872 -3.325 -0.035
C 2.793 2.816 -3.232 -0.061
C 2.373 1.548 -2.770 0.000
C 1.069 1.323 -2.388 -0.223
N 0.488 0.159 -1.944 0.037
C 0.827 -1.129 -2.313 -0.204
C 2.073 -1.680 -2.492 -0.004
C 2.223 -3.025 -2.905 -0.056
C 1.149 -3.830 -3.140 -0.030
C -0.156 -3.308 -2.961 -0.142
C -1.337 -4.042 -3.208 0.021
C -2.559 -3.456 -3.033 -0.019
C -2.618 -2.131 -2.575 -0.067
N -1.535 -1.424 -2.335 0.082
C -0.306 -1.979 -2.540 -0.134
H -2.484 5.166 -2.896 0.118
H -3.069 2.890 -2.080 0.115
H -0.114 5.670 -3.452 0.130
H 2.267 4.839 -3.677 0.118
H 3.829 2.943 -3.513 0.114
H 3.102 0.759 -2.718 0.091
H 2.962 -1.105 -2.291 0.098
H 3.223 -3.417 -3.034 0.113
H 1.274 -4.855 -3.463 0.117
H -1.260 -5.070 -3.541 0.128
H -3.476 -3.993 -3.227 0.115
H -3.566 -1.644 -2.390 0.115
C 1.708 -2.933 5.903 -0.030
C 0.885 -2.495 4.729 -0.226
C -0.437 -2.096 4.892 0.009
C -1.212 -1.698 3.817 -0.186
C -2.640 -1.282 4.076 -0.031
C -0.628 -1.691 2.528 -0.112
C -1.412 -1.144 1.458 -0.116
O -1.047 -1.039 0.278 -0.015
C 0.714 -2.107 2.339 -0.173
C 1.384 -2.109 0.994 -0.016
C 1.437 -2.500 3.448 0.006
H 1.193 -2.752 6.844 0.081
H 2.663 -2.408 5.921 0.091
H 1.928 -4.000 5.835 0.095
H -0.872 -2.100 5.884 0.123
H -2.897 -1.477 5.115 0.084
H -3.347 -1.830 3.454 0.091
H -2.793 -0.216 3.897 0.089
H -2.420 -0.802 1.711 0.125
H 0.790 -2.625 0.242 0.086
H 2.358 -2.591 1.063 0.089
H 1.526 -1.088 0.628 0.084
H 2.463 -2.822 3.316 0.127
C 0.178 1.760 2.576 -0.259
P 0.255 2.171 0.786 0.846
C -0.594 3.795 0.798 -0.257
C 1.999 2.713 0.645 -0.255
H 0.579 2.582 3.174 0.048
H 0.750 0.856 2.788 0.034
H -0.859 1.589 2.870 0.039
H -0.186 4.439 1.580 0.050
H -1.660 3.648 0.975 0.040
H -0.471 4.294 -0.165 0.028
H 2.228 3.457 1.410 0.048
H 2.187 3.144 -0.340 0.026
H 2.665 1.858 0.770 0.044
O -3.428 0.465 -1.490 -0.087
N -3.640 1.039 -0.407 -0.097
O -2.573 1.217 0.224 -0.137
```

Computed properties:
- Charge: +1
- Energy above the lowest of the compared OMol25 structures with the same formula, charge and spin: 52.5 kJ/mol
- Frontier orbital gap: 6.82 eV


Record 4
Density functional theory data (ωB97M-V/def2-TZVPD) for 2 unconnected molecules or ions with the total composition C3H10N2O3 in a non-equilibrium geometry.

Structure (XYZ):
```
18
Properties=species:S:1:pos:R:3:lowdin_charge:R:1
C 0.410 0.131 1.562 -0.190
N 0.942 -0.855 0.572 0.074
C 1.513 -0.345 -0.533 -0.611
O 1.881 0.930 -0.395 0.104
O 1.543 -0.838 -1.660 0.040
C -0.759 0.985 1.101 -0.275
N -1.814 0.177 0.494 -0.014
H 0.304 -0.393 2.533 0.119
H 1.432 0.715 1.811 0.157
H 0.238 -1.588 0.507 0.137
H 2.449 1.228 -1.122 0.144
H -0.718 1.892 0.449 0.128
H -1.191 1.430 2.039 0.112
H -1.804 -0.788 0.867 0.069
H -1.699 0.009 -0.515 0.045
H -0.183 -0.674 -2.511 0.005
H -1.424 -1.418 -2.400 0.029
O -1.121 -0.599 -2.800 -0.072
```

Computed properties:
- Charge: 0
- Energy above the lowest of the compared OMol25 structures with the same formula, charge and spin: 96.7 kJ/mol
- Frontier orbital gap: 10.09 eV
- SMILES: NCCNC(=O)O.O


Record 5
Density functional theory data (ωB97M-V/def2-TZVPD) for a molecular structure, C33H33BClF2Ge2PPd in a non-equilibrium geometry.

Structure (XYZ):
```
74
Properties=species:S:1:pos:R:3:lowdin_charge:R:1
Pd 0.148 1.058 -0.234 0.387
Cl 0.596 0.746 -2.669 0.813
C 1.731 -0.564 -2.858 -0.594
C 1.855 -1.152 -4.099 -0.057
C 2.760 -2.196 -4.257 0.000
C 3.522 -2.636 -3.184 -0.015
C 3.403 -2.030 -1.944 -0.040
C 2.510 -0.969 -1.764 -0.354
P 2.322 -0.129 -0.172 1.091
C 2.988 1.541 -0.291 -0.395
C 2.621 2.415 0.757 -0.134
C 3.027 3.742 0.722 -0.033
C 3.797 4.194 -0.343 0.003
C 4.177 3.321 -1.361 0.004
C 3.758 1.999 -1.356 -0.038
C 3.251 -1.055 1.042 -0.357
C 4.345 -0.484 1.708 -0.045
C 5.115 -1.281 2.533 -0.021
C 4.774 -2.614 2.744 0.002
C 3.659 -3.170 2.116 -0.030
C 2.895 -2.396 1.268 -0.106
H 1.264 -0.803 -4.936 0.128
H 2.863 -2.663 -5.227 0.136
H 4.216 -3.455 -3.315 0.133
H 4.012 -2.377 -1.122 0.116
H 2.070 2.032 1.614 0.110
H 2.747 4.423 1.515 0.135
H 4.093 5.234 -0.390 0.135
H 4.794 3.679 -2.175 0.135
H 4.029 1.333 -2.165 0.126
H 4.608 0.552 1.552 0.113
H 5.992 -0.862 3.007 0.130
H 5.376 -3.224 3.404 0.133
H 3.391 -4.202 2.298 0.127
H 2.035 -2.820 0.762 0.116
C -3.809 -1.249 3.535 -0.173
Ge -2.163 -0.589 2.705 0.921
C -1.403 1.115 3.351 -0.207
C -0.707 -1.907 2.517 -0.231
Ge -2.118 0.101 -0.009 1.055
C -3.036 -1.351 -1.011 -0.345
C -3.303 -2.595 -0.443 -0.117
C -3.615 -3.661 -1.274 -0.043
C -3.694 -3.470 -2.650 -0.029
C -3.440 -2.226 -3.210 -0.044
C -3.127 -1.151 -2.389 -0.113
C -3.472 1.577 -0.099 -0.360
C -4.188 1.957 1.026 -0.120
C -4.986 3.095 0.969 -0.038
C -5.089 3.806 -0.219 -0.034
C -4.374 3.423 -1.343 -0.042
C -3.561 2.295 -1.291 -0.123
H -3.509 -1.557 4.542 0.059
H -4.229 -2.109 3.018 0.035
H -4.563 -0.469 3.616 0.036
H -0.891 0.891 4.292 0.049
H -2.148 1.884 3.544 0.040
H -0.678 1.493 2.632 -0.016
H -0.450 -2.241 3.526 0.050
H 0.157 -1.421 2.067 -0.018
H -0.988 -2.780 1.929 0.030
H -3.279 -2.745 0.630 0.079
H -3.805 -4.636 -0.845 0.123
H -4.003 -4.289 -3.287 0.126
H -3.510 -2.078 -4.280 0.122
H -2.969 -0.172 -2.829 0.091
H -4.142 1.392 1.952 0.068
H -5.533 3.400 1.850 0.123
H -5.767 4.648 -0.279 0.126
H -4.451 3.977 -2.269 0.123
H -2.999 2.009 -2.174 0.093
F 0.107 3.506 -1.401 0.230
B -0.129 3.105 -0.170 -0.676
F -0.879 3.834 0.590 0.300
```

Computed properties:
- Charge: +3
- Energy above the lowest of the compared OMol25 structures with the same formula, charge and spin: 318.9 kJ/mol
- Spin multiplicity: 2
- ⟨S²⟩: 0.77
- Frontier orbital gap (spin up / spin down): 4.36 / 4.23 eV


Record 6
Density functional theory data (ωB97M-V/def2-TZVPD) for C3H7INO2P in the gas phase in a non-equilibrium geometry.

Structure (XYZ):
```
15
Properties=species:S:1:pos:R:3:lowdin_charge:R:1
C -0.891 -0.586 -0.073 -0.367
C 0.811 -0.105 -1.517 -0.203
C -1.380 0.889 0.030 -0.693
N 0.564 -0.605 -0.311 -0.308
O 1.982 0.374 -1.901 0.124
O -0.780 1.252 1.186 -0.251
P 1.497 -0.241 1.139 0.917
I -3.677 0.880 0.326 0.445
H -1.207 -1.097 0.790 0.072
H -1.535 -0.931 -0.816 0.060
H 0.063 -0.240 -2.409 0.198
H 2.262 0.588 -1.044 0.029
H -0.950 2.139 1.480 0.082
H 2.472 -1.305 0.958 -0.078
H 0.769 -1.013 2.161 -0.027
```

Computed properties:
- Charge: 0
- Energy above the lowest of the compared OMol25 structures with the same formula, charge and spin: 346.3 kJ/mol
- Frontier orbital gap: 6.06 eV


Record 7
Density functional theory data (ωB97M-V/def2-TZVPD) for a molecular structure, C50H44CrNO3P2.

Structure (XYZ):
```
101
Properties=species:S:1:pos:R:3:lowdin_charge:R:1
Cr -0.168 -0.492 1.163 0.911
C 0.931 0.997 5.096 -0.054
C 0.196 0.132 5.894 -0.052
C -0.538 -0.889 5.311 -0.007
C -0.551 -1.023 3.928 -0.178
C 0.150 -0.133 3.112 -0.158
C 0.914 0.864 3.709 -0.093
C -1.255 -2.114 3.225 -0.170
C -2.014 -3.100 3.885 0.031
C -2.646 -4.054 3.154 0.039
C -2.518 -4.079 1.746 -0.140
C -3.158 -5.055 0.948 -0.007
C -2.988 -5.062 -0.404 -0.045
C -2.147 -4.100 -1.006 -0.039
C -1.517 -3.144 -0.257 -0.008
C -1.715 -3.102 1.136 -0.164
N -1.116 -2.119 1.901 0.066
H 1.522 1.780 5.554 0.114
H 0.207 0.241 6.970 0.115
H -1.081 -1.578 5.945 0.112
H 1.532 1.536 3.123 0.094
H -2.091 -3.083 4.962 0.117
H -3.244 -4.814 3.643 0.135
H -3.778 -5.798 1.435 0.127
H -3.480 -5.808 -1.014 0.117
H -1.988 -4.124 -2.076 0.102
H -0.851 -2.437 -0.730 0.083
O -0.185 -0.143 -0.938 -0.397
P -1.137 0.289 -2.050 0.795
C -2.627 1.023 -1.336 -0.265
P -2.213 1.785 0.255 0.799
O -1.815 0.633 1.174 -0.370
C -3.633 2.656 0.836 -0.279
C -4.796 1.911 1.073 -0.068
C -5.941 2.545 1.517 -0.053
C -5.931 3.921 1.728 -0.043
C -4.779 4.660 1.504 -0.049
C -3.624 4.033 1.057 -0.053
C -0.878 2.923 -0.041 -0.300
C -0.930 3.860 -1.071 -0.083
C 0.143 4.713 -1.281 -0.047
C 1.263 4.634 -0.462 -0.042
C 1.312 3.714 0.578 -0.044
C 0.237 2.864 0.791 -0.062
C -0.382 1.505 -3.104 -0.295
C -1.142 2.234 -4.018 -0.077
C -0.518 3.115 -4.884 -0.050
C 0.865 3.259 -4.851 -0.048
C 1.627 2.520 -3.955 -0.052
C 1.005 1.637 -3.081 -0.063
C -1.619 -1.071 -3.098 -0.293
C -2.935 -1.276 -3.508 -0.067
C -3.224 -2.264 -4.442 -0.054
C -2.202 -3.037 -4.972 -0.052
C -0.885 -2.835 -4.567 -0.056
C -0.591 -1.852 -3.638 -0.072
H -3.317 0.207 -1.109 0.083
H -3.123 1.737 -1.995 0.089
H -4.800 0.836 0.929 0.112
H -6.839 1.972 1.705 0.117
H -6.830 4.416 2.074 0.120
H -4.777 5.728 1.681 0.118
H -2.726 4.615 0.897 0.107
H -1.800 3.932 -1.715 0.120
H 0.106 5.437 -2.084 0.120
H 2.096 5.306 -0.626 0.118
H 2.174 3.674 1.231 0.116
H 0.247 2.179 1.629 0.070
H -2.219 2.116 -4.067 0.113
H -1.107 3.685 -5.591 0.118
H 1.349 3.947 -5.533 0.118
H 2.704 2.629 -3.941 0.113
H 1.591 1.062 -2.374 0.082
H -3.745 -0.678 -3.109 0.104
H -4.246 -2.423 -4.760 0.117
H -2.429 -3.798 -5.708 0.119
H -0.091 -3.442 -4.982 0.118
H 0.438 -1.689 -3.336 0.117
C 8.128 -1.959 1.029 -0.021
C 6.676 -1.614 0.872 -0.211
C 5.729 -2.110 1.764 0.015
C 4.381 -1.840 1.631 -0.149
C 3.436 -2.424 2.645 -0.011
C 3.972 -1.026 0.536 -0.096
C 2.611 -0.747 0.269 -0.102
O 1.663 -1.141 0.991 -0.111
C 4.933 -0.480 -0.364 -0.180
C 4.558 0.428 -1.516 -0.038
C 6.260 -0.787 -0.176 0.009
H 8.314 -2.529 1.936 0.085
H 8.738 -1.055 1.050 0.096
H 8.462 -2.551 0.175 0.100
H 6.058 -2.731 2.589 0.127
H 3.999 -2.969 3.401 0.089
H 2.726 -3.109 2.179 0.097
H 2.843 -1.652 3.137 0.084
H 2.360 -0.157 -0.614 0.105
H 3.872 1.225 -1.221 0.074
H 4.096 -0.137 -2.332 0.097
H 5.453 0.900 -1.916 0.087
H 7.004 -0.376 -0.850 0.131
```

Computed properties:
- Charge: +2
- Energy above the lowest of the compared OMol25 structures with the same formula, charge and spin: 0.0 kJ/mol
- Spin multiplicity: 4
- ⟨S²⟩: 3.82
- Frontier orbital gap (spin up / spin down): 7.81 / 7.77 eV


Record 8
Density functional theory data (ωB97M-V/def2-TZVPD) for C5H7NO2 in the gas phase in a non-equilibrium geometry.

Structure (XYZ):
```
15
Properties=species:S:1:pos:R:3:lowdin_charge:R:1
C -2.266 0.071 -0.210 -0.116
C -1.092 -0.971 0.063 -0.207
C 0.262 -0.306 0.069 -0.303
C 0.731 0.998 0.101 -0.105
C 2.530 -0.349 0.037 -0.369
H -1.622 0.891 -0.928 0.124
H -2.522 0.566 0.854 0.102
H -3.197 -0.382 -0.576 0.049
H -1.214 -1.825 -0.659 0.116
H -1.235 -1.503 1.117 0.144
H 0.021 1.889 0.244 0.157
H 2.530 1.766 -0.105 0.153
N 2.016 0.947 0.065 0.108
O 3.726 -0.678 -0.204 0.041
O 1.330 -1.115 0.133 0.105
```

Computed properties:
- Charge: 0
- Energy above the lowest of the compared OMol25 structures with the same formula, charge and spin: 169.5 kJ/mol
- Frontier orbital gap: 8.83 eV
- SMILES: CCc1c[nH]c(=O)o1


Record 9
Density functional theory data (ωB97M-V/def2-TZVPD) for a molecular structure, C3H10N2S in a non-equilibrium geometry.

Structure (XYZ):
```
16
Properties=species:S:1:pos:R:3:lowdin_charge:R:1
N 0.993 -0.383 -0.907 -0.009
C 1.424 0.854 -0.498 -0.331
C 2.262 1.118 0.522 -0.037
S -0.159 -1.782 1.482 0.562
C -2.054 -0.449 0.004 -0.272
N -1.591 0.336 -1.034 0.044
H 1.120 -1.152 -0.257 -0.023
H -0.021 -0.373 -0.991 -0.018
H 1.005 1.684 -1.050 0.094
H 2.911 1.994 0.420 0.041
H 2.424 0.426 1.338 0.027
H 0.215 -0.500 1.627 -0.185
H -2.906 -1.072 -0.191 0.089
H -2.149 0.135 0.930 0.104
H -1.149 -1.156 0.335 -0.142
H -2.325 0.321 -1.731 0.058
```

Computed properties:
- Charge: 0
- Energy above the lowest of the compared OMol25 structures with the same formula, charge and spin: 527.7 kJ/mol
- Frontier orbital gap: 5.51 eV


Q: Among the records above, which one has the highest charge?
A: C33H33BClF2Ge2PPd